Entry 1:
{
  "formula": "C26H18AuF6NSb",
  "method": "ωB97M-V/def2-TZVPD",
  "s_squared": 3.797,
  "charge": 0,
  "e_above_lowest_kcal_mol": 1.13,
  "spin_multiplicity": 4,
  "lumo_energy_ha": [-0.0336, -0.0936],
  "energy_ha": -2031.40149,
  "homo_lumo_gap_ha": [0.2213, 0.2483],
  "species": ["Au", "C", "C", "C", "C", "N", "C", "C", "C", "C", "C", "C", "C", "H", "H", "H", "H", "H", "H", "H", "H", "F", "Sb", "F", "F", "F", "F", "F", "C", "C", "C", "C", "C", "C", "C", "C", "C", "C", "C", "C", "C", "C", "C", "H", "H", "H", "H", "H", "H", "H", "H", "H", "H"],
  "xyz": [[-1.190176, -2.002638, 0.211535], [0.653459, -1.460439, 4.174629], [1.931351, -1.969285, 3.987990], [2.307461, -2.457148, 2.750693], [1.401305, -2.434108, 1.697916], [0.173501, -1.934761, 1.912122], [-0.206713, -1.458399, 3.098394], [1.667599, -2.950546, 0.341111], [2.915126, -3.411248, -0.077416], [3.081096, -3.897081, -1.365219], [2.009077, -3.936259, -2.249683], [0.756211, -3.476115, -1.853588], [0.624230, -2.996271, -0.572658], [0.325745, -1.073812, 5.128693], [2.634026, -1.990305, 4.811092], [3.294839, -2.868026, 2.600759], [-1.216111, -1.072527, 3.165061], [3.765099, -3.388035, 0.593806], [4.053721, -4.249637, -1.681982], [2.144898, -4.325166, -3.250868], [-0.086847, -3.510198, -2.533647], [-1.877871, -4.029310, 1.038504], [-3.576713, -4.461507, 0.162791], [-2.541361, -5.289979, -1.157336], [-3.705658, -6.030356, 1.159487], [-5.168390, -4.687397, -0.776924], [-4.384936, -3.450138, 1.517147], [-3.228195, -2.779143, -0.742883], [-0.975831, -0.072248, -0.235471], [-0.716311, 1.090892, -0.487685], [-0.464512, 2.450119, -0.729942], [-1.246773, 3.430680, 0.032144], [-0.719834, 4.677425, 0.397756], [-1.463601, 5.569126, 1.154759], [-2.750298, 5.243503, 1.563244], [-3.283272, 4.007325, 1.217908], [-2.540261, 3.110122, 0.470038], [0.571317, 2.806093, -1.696134], [1.594344, 1.894199, -2.000164], [2.573933, 2.204816, -2.926635], [2.554035, 3.427679, -3.586707], [1.535234, 4.332148, -3.315886], [0.555626, 4.028745, -2.384535], [0.291704, 4.933479, 0.111461], [-1.031384, 6.521475, 1.435009], [-3.330618, 5.943921, 2.150609], [-4.286209, 3.742179, 1.530710], [-2.958618, 2.147208, 0.202082], [1.610788, 0.937289, -1.491027], [3.358857, 1.488318, -3.136947], [3.318893, 3.668966, -4.313305], [1.496277, 5.277095, -3.842149], [-0.249284, 4.729293, -2.208657]],
  "forces_ev_per_a": [[0.1, 0.1, 0.0], [0.0, 0.0, 0.0], [0.0, 0.0, 0.0], [0.1, 0.0, 0.0], [-0.1, 0.0, -0.1], [0.1, 0.0, 0.1], [0.0, 0.0, -0.1], [-0.1, 0.0, 0.1], [0.1, 0.0, 0.0], [0.0, 0.0, 0.0], [0.0, 0.0, 0.0], [0.0, 0.0, 0.0], [-0.1, 0.0, 0.0], [0.0, 0.0, 0.0], [0.0, 0.0, 0.0], [0.0, 0.0, 0.0], [0.0, 0.0, 0.0], [0.0, 0.0, 0.0], [0.0, 0.0, 0.0], [0.0, 0.0, 0.0], [0.0, 0.0, 0.0], [0.1, 0.0, 0.1], [0.0, 0.0, 0.0], [0.0, -0.1, -0.1], [0.0, -0.1, 0.0], [-0.1, 0.0, 0.0], [-0.1, 0.0, 0.1], [0.0, 0.1, -0.1], [0.0, 0.0, 0.0], [-0.1, 0.1, 0.0], [0.0, 0.0, 0.0], [0.0, -0.1, -0.1], [0.0, 0.0, 0.0], [0.0, 0.0, 0.0], [0.0, 0.0, 0.0], [0.0, 0.0, 0.0], [0.0, 0.0, 0.0], [0.0, 0.0, 0.1], [0.0, 0.0, 0.0], [0.0, 0.0, 0.0], [0.0, 0.0, 0.0], [0.0, 0.0, 0.0], [0.0, 0.0, 0.0], [0.0, 0.0, 0.0], [0.0, 0.0, 0.0], [0.0, 0.0, 0.0], [0.0, 0.0, 0.0], [0.0, 0.0, 0.0], [0.0, 0.0, 0.0], [0.0, 0.0, 0.0], [0.0, 0.0, 0.0], [0.0, 0.0, 0.0], [0.0, 0.0, 0.0]]
}



Entry 2:
{
  "formula": "C9H14",
  "method": "ωB97M-V/def2-TZVPD",
  "smiles": "Cc1ccccc1.CC",
  "charge": 0,
  "e_above_lowest_kcal_mol": 51.25,
  "spin_multiplicity": 1,
  "lumo_energy_ha": 0.0355,
  "energy_ha": -351.24852,
  "homo_lumo_gap_ha": 0.3628,
  "species": ["C", "C", "C", "C", "C", "C", "C", "H", "H", "H", "H", "H", "H", "H", "H", "C", "C", "H", "H", "H", "H", "H", "H"],
  "xyz": [[0.446619, -2.242402, -1.083335], [0.549941, -0.778278, -1.345578], [0.372739, -0.371401, -2.669761], [0.465796, 1.050852, -2.867771], [0.787954, 2.008599, -1.932410], [1.004803, 1.583089, -0.575848], [0.976121, 0.191354, -0.378581], [-0.395118, -2.710237, -1.649414], [0.267847, -2.562858, -0.072901], [1.295589, -2.716405, -1.634669], [0.281698, -1.068425, -3.540826], [0.331139, 1.481439, -3.924444], [0.796293, 3.082623, -2.171010], [1.233591, 2.213872, 0.219130], [0.862928, -0.173929, 0.717187], [-1.543841, -0.227949, 3.495533], [-0.838158, 0.409918, 2.224678], [-0.709423, -0.404532, 4.320496], [-2.216168, 0.411958, 3.942430], [-1.922307, -1.152371, 3.359120], [-1.621627, 0.713267, 1.256228], [0.005965, -0.144996, 1.898645], [-0.432382, 1.406808, 2.413099]],
  "forces_ev_per_a": [[-0.3, -1.1, -1.7], [0.7, 0.9, -0.5], [0.6, 2.2, 0.3], [-0.1, -0.2, -3.0], [-0.1, -0.1, 2.2], [-0.2, -2.5, -3.3], [-2.1, -0.8, 1.9], [0.2, 0.7, 0.3], [0.6, 0.0, 0.5], [-0.2, 0.0, 1.2], [-0.3, 0.7, 1.1], [0.1, -1.0, 1.5], [0.0, -0.7, -0.1], [0.3, 1.1, 1.1], [1.3, 0.6, -2.6], [5.4, 2.0, 0.3], [-3.4, 1.4, -0.9], [-1.5, 0.5, -1.6], [-1.7, 1.4, 0.8], [-1.5, -2.9, -0.9], [2.2, -1.5, 2.7], [-0.1, -0.8, 0.0], [-0.1, 0.0, 0.5]]
}



Entry 3:
{
  "formula": "C18H62O19",
  "method": "ωB97M-V/def2-TZVPD",
  "charge": 0,
  "e_above_lowest_kcal_mol": 0.00,
  "spin_multiplicity": 1,
  "lumo_energy_ha": -0.0336,
  "energy_ha": -2152.45956,
  "homo_lumo_gap_ha": 0.2997,
  "species": ["O", "H", "H", "O", "H", "H", "O", "H", "H", "O", "H", "H", "O", "H", "H", "C", "C", "O", "O", "H", "H", "H", "H", "H", "H", "C", "C", "O", "O", "H", "H", "H", "H", "H", "H", "C", "C", "O", "O", "H", "H", "H", "H", "H", "H", "C", "C", "O", "O", "H", "H", "H", "H", "H", "H", "C", "C", "O", "O", "H", "H", "H", "H", "H", "H", "C", "C", "O", "O", "H", "H", "H", "H", "H", "H", "C", "C", "C", "O", "H", "H", "H", "H", "H", "H", "H", "H", "C", "C", "C", "O", "H", "H", "H", "H", "H", "H", "H", "H"],
  "xyz": [[-1.672750, -3.506953, 2.612312], [-2.105170, -3.963507, 1.873679], [-2.273194, -2.787833, 2.831199], [-3.178830, -3.707582, 0.133941], [-3.781174, -3.185442, 0.693682], [-3.727534, -4.032704, -0.589391], [-4.177277, -2.203086, 2.479567], [-5.100226, -2.417855, 2.670140], [-4.140375, -1.233871, 2.492598], [-4.475284, 0.306222, 0.858598], [-4.636692, 1.259560, 0.905390], [-5.355464, -0.090933, 0.851395], [4.148969, 0.449220, 1.005868], [3.198227, 0.358985, 1.153586], [4.209394, 0.782588, 0.098035], [1.813148, -4.961007, 1.563042], [1.319912, -4.635233, 0.168735], [2.334673, -3.948618, -0.537289], [1.880594, -3.832996, 2.408455], [2.779331, -5.473560, 1.535819], [1.187454, -5.761321, 1.991938], [0.462852, -3.961723, 0.298243], [1.049639, -5.556443, -0.361205], [1.917838, -3.512208, -1.305904], [0.958992, -3.590702, 2.577277], [-2.645803, 0.764151, -4.384719], [-3.380885, 2.089050, -4.360128], [-3.596334, 2.540776, -3.033507], [-1.405147, 0.866466, -3.669896], [-2.497344, 0.379878, -5.390058], [-3.210681, 0.027997, -3.788240], [-4.280903, 2.039539, -4.988127], [-2.776203, 2.850063, -4.859559], [-4.220213, 1.922555, -2.629144], [-1.660738, 1.246211, -2.818125], [0.294820, -2.142157, -3.533477], [0.600348, -2.991477, -4.763763], [1.903372, -2.833565, -5.248399], [1.190108, -2.339811, -2.468633], [-0.753245, -2.228702, -3.252190], [0.492568, -1.114662, -3.865021], [-0.189416, -2.892772, -5.519555], [0.516905, -4.040570, -4.447551], [2.033702, -2.074990, -5.820270], [1.906457, -1.687169, -2.520483], [-0.760883, -0.520730, 0.027626], [0.682431, -0.548785, 0.538212], [1.404909, 0.654061, 0.156929], [-1.546455, 0.443726, 0.764678], [-1.235494, -1.489037, 0.225642], [-0.724415, -0.307004, -1.046521], [1.199477, -1.354704, 0.020431], [0.738764, -0.633577, 1.622929], [0.842951, 1.433583, 0.460131], [-2.452703, 0.154228, 0.924859], [4.547686, 1.556367, -2.722103], [4.120215, 0.114014, -2.768500], [2.747355, 0.031241, -2.400527], [4.744193, 2.036931, -1.408699], [3.808730, 2.178064, -3.254887], [5.449525, 1.762907, -3.322632], [4.705898, -0.456436, -2.042550], [4.290818, -0.281922, -3.763718], [2.660867, 0.355423, -1.484597], [4.965442, 2.980368, -1.437026], [1.781915, 3.807001, -1.224160], [2.658252, 4.602321, -2.171137], [4.015506, 4.642588, -1.726537], [0.446367, 3.833953, -1.680741], [1.863946, 4.290982, -0.232146], [2.166569, 2.794900, -1.048224], [2.270430, 5.628658, -2.187012], [2.616848, 4.222220, -3.192055], [4.121099, 5.357533, -1.094589], [-0.035096, 3.132525, -1.218984], [-2.425329, -1.498185, 6.231689], [-1.015947, -1.593428, 5.674107], [-0.917535, -0.766053, 4.386181], [-0.079350, -1.012375, 6.572879], [-2.696104, -0.513135, 6.605243], [-2.515760, -2.181639, 7.086658], [-3.151165, -1.855514, 5.496294], [-0.680146, -2.601092, 5.409021], [-1.499465, -1.115421, 3.537266], [0.111166, -0.816284, 4.020668], [-1.153560, 0.270409, 4.633378], [-0.038429, -1.540015, 7.376317], [-1.352443, 4.693533, 1.570255], [-0.188046, 3.712843, 1.547672], [-0.054371, 2.911644, 2.821746], [-0.221689, 2.845561, 0.389081], [-1.544680, 5.228729, 0.641323], [-1.062252, 5.419628, 2.337346], [-2.308825, 4.268664, 1.890694], [0.712435, 4.311845, 1.388408], [0.853365, 2.306229, 2.744420], [-0.871242, 2.203368, 2.988447], [0.006948, 3.511953, 3.729317], [-0.961144, 2.213525, 0.558629]],
  "forces_ev_per_a": [[0.3, -0.2, -0.1], [0.2, 0.1, 0.1], [-0.1, -0.3, 0.0], [-0.5, 0.2, 0.0], [0.3, -0.1, -0.1], [0.2, -0.1, 0.1], [-0.5, 0.4, -0.1], [0.2, -0.1, 0.2], [0.0, -0.1, -0.1], [-0.3, 0.2, 0.2], [0.1, -0.2, 0.0], [0.1, 0.0, -0.1], [-0.1, -0.1, 0.0], [0.1, 0.1, -0.1], [0.2, 0.3, 0.3], [0.0, -1.1, 0.0], [0.6, 0.4, 0.2], [-0.1, 0.1, -0.2], [-0.2, -0.1, 0.0], [0.3, 0.6, -0.2], [-0.4, 0.3, 0.0], [-0.3, -0.3, -0.2], [-0.2, 0.0, 0.1], [0.2, -0.2, 0.2], [0.1, 0.1, 0.1], [0.1, -0.1, 1.6], [0.4, 0.2, -1.0], [-0.3, -0.4, 0.0], [-0.2, 0.1, -0.6], [0.3, 0.1, 0.0], [-0.5, -0.1, -0.6], [-0.3, -0.1, 0.5], [0.2, 0.0, 0.3], [0.1, 0.2, 0.0], [0.3, 0.1, -0.1], [1.0, 1.5, -1.4], [-0.7, -1.1, 0.9], [0.6, -0.2, -0.1], [-0.3, -0.8, 0.5], [0.0, -0.2, 0.3], [-0.6, 0.2, 0.1], [0.2, 0.4, -0.1], [0.3, 0.0, -0.1], [-0.4, 0.2, 0.1], [-0.1, 0.3, -0.1], [0.1, -0.6, 0.8], [-0.1, 0.9, -0.7], [-1.3, 0.4, 0.6], [0.3, 0.6, -0.1], [0.3, -0.1, -0.4], [-0.3, 0.1, 0.1], [0.0, -0.2, 0.3], [-0.2, -0.4, 0.0], [1.0, -0.9, -0.6], [0.2, -0.2, -0.4], [0.7, 1.4, -1.2], [0.2, 0.6, 1.1], [-0.1, -0.4, -0.1], [0.0, -0.8, 0.2], [-0.3, -0.3, 0.3], [0.2, -0.6, 0.2], [0.2, -0.1, -0.2], [-0.3, -0.1, -0.1], [-0.3, -0.1, -0.2], [-0.4, -0.1, 0.0], [0.0, -0.1, 0.6], [-0.4, 0.5, 0.2], [0.2, 0.0, -0.2], [0.6, 0.3, -1.3], [0.0, 0.1, -0.2], [0.0, 0.0, -0.4], [-0.1, -0.1, -0.2], [0.2, -0.1, 0.1], [-0.1, 0.0, 0.0], [0.3, 0.6, -0.1], [-0.1, -1.3, 0.5], [-0.1, 0.9, -1.0], [0.9, 0.1, 0.3], [0.1, 0.1, 0.1], [0.2, 0.2, -0.3], [-0.1, 0.1, 0.0], [0.0, 0.2, 0.0], [-0.5, -0.2, 0.3], [-0.4, -0.1, 0.3], [0.1, 0.2, 0.1], [-0.1, 0.0, -0.2], [0.0, 0.0, 0.0], [0.0, 0.2, 0.6], [-0.2, 0.6, -0.7], [0.3, -0.7, 0.1], [-1.4, -1.0, 2.1], [0.4, -0.1, -0.1], [-0.3, 0.2, -0.1], [0.1, -0.3, 0.0], [0.0, -0.1, 0.2], [0.0, 0.0, 0.2], [-0.2, 0.1, -0.3], [0.1, 0.3, -0.2], [0.4, 0.0, -0.2]]
}